Here is a cluster of 17 separate species, C4H40O17 in total from the OMol25 dataset. Energies are from ωB97M-V/def2-TZVPD.

Structure (XYZ):
```
61
Properties=species:S:1:pos:R:3:nbo_charge:R:1
C -1.38820 -3.06731 0.32131 0.4618
C -0.21220 -2.59015 -0.41719 -0.3664
C 0.33760 -1.11450 -0.22983 -0.5659
C -0.47628 -2.80217 -1.99074 -0.6346
O -1.50796 -3.04576 1.51928 -0.0447
H -2.22634 -3.43543 -0.28377 0.3206
H 0.66676 -3.27994 -0.21023 0.3198
H 1.24579 -0.95960 -0.59231 0.2365
H 0.52012 -0.89244 0.82072 0.2454
H -0.49921 -0.43209 -0.57105 0.2256
H -1.48230 -3.23514 -2.21612 0.2171
H 0.12301 -3.56436 -2.52544 0.2593
H -0.60901 -1.77197 -2.51181 0.2701
H -1.44710 4.65007 -0.65139 0.5072
H -1.36794 3.19539 -0.37810 0.5029
O -0.81002 3.88867 -0.79546 -1.0116
H 2.95857 -1.91481 -0.32400 0.4529
H 4.36553 -1.63176 -0.33200 0.4953
O 3.49409 -1.28443 -0.17328 -0.9250
H -0.90163 1.72675 4.54452 0.4925
H -0.52833 0.49400 3.91385 0.4929
O -0.72324 1.38076 3.72732 -0.9589
H -3.38902 2.94446 -0.55632 0.4888
H -2.85897 2.02141 0.66088 0.5070
O -2.98860 2.87786 0.27405 -0.9817
H 3.39876 -1.29784 2.86713 0.4997
H 2.11843 -0.83970 2.19278 0.5203
O 2.42326 -1.55694 2.77962 -1.0085
H 0.73809 1.23273 2.58670 0.5097
H 1.45948 1.48660 1.20936 0.5048
O 1.44677 0.80212 1.88499 -1.0380
H 2.07964 3.40101 0.16949 0.4975
H 0.68077 3.21884 -0.27769 0.5209
O 1.46525 2.67978 -0.02692 -0.9944
H 3.26281 0.35354 -0.89886 0.4933
H 2.52470 1.73285 -1.03643 0.4965
O 3.04222 1.05045 -1.46471 -0.9914
H 1.17165 -1.41828 4.23590 0.4902
H -0.19226 -1.78725 4.68085 0.4631
O 0.50984 -1.14567 4.78143 -0.9509
H 2.17683 1.75766 -3.87595 0.4738
H 2.54851 0.70275 -3.06134 0.4950
O 2.18293 0.80558 -4.02003 -0.9893
H -0.87749 1.09851 -4.68384 0.4891
H 0.23866 0.43498 -3.90214 0.5069
O -0.69698 0.32079 -4.13851 -1.0063
H 0.06779 2.13038 -2.31382 0.4591
H -0.22701 3.54510 -2.70322 0.4809
O 0.09618 2.78999 -3.08447 -0.9445
H -3.36919 -0.52851 -0.68885 0.4898
H -3.58461 -0.66963 0.70420 0.4781
O -3.86578 -1.19853 -0.09452 -0.9901
H 2.71331 -3.21675 2.56092 0.4896
H 1.49809 -4.13847 2.28106 0.4479
O 2.47737 -4.03328 2.16407 -0.9553
H -3.50905 0.93469 2.63980 0.4942
H -2.04758 0.77433 2.46049 0.4907
O -2.81589 0.88286 2.00360 -0.9643
H -3.90121 0.36681 -2.37923 0.4913
H -2.43736 0.57692 -2.62485 0.5122
O -3.09203 0.59406 -1.94988 -0.9680
```

The multiplicity is 2. The calculation puts the LUMO energy (spin up / spin down) at -5.3 / -9.0 eV. The calculation puts the calculated total energy at -1455.059207 Ha. The expectation value of S² is 0.757. As for the charge: +1.